## one
This record from the OMol25 dataset describes a cluster of 15 separate species, C15H60O15 in total. The level of theory is ωB97M-V/def2-TZVPD.

Properties
Net charge ... 0
Orbital gap ... 9.390 eV
Multiplicity ... 1

CARTESIAN COORDINATES (ANGSTROEM)
C  1.528  -2.426  -3.580
O  2.441  -1.783  -4.481
H  1.706  -3.498  -3.672
H  1.713  -2.181  -2.535
H  0.554  -2.042  -3.883
H  2.109  -2.068  -5.336
C  -3.371  -0.435  3.484
O  -2.312  -1.052  2.750
H  -3.877  0.355  2.929
H  -4.072  -1.204  3.808
H  -2.954  -0.098  4.434
H  -2.770  -1.658  2.164
C  0.020  -4.007  2.084
O  1.224  -4.391  2.676
H  -0.177  -4.635  1.216
H  -0.887  -3.750  2.632
H  0.338  -3.106  1.560
H  1.768  -4.840  2.025
C  0.176  -0.019  4.999
O  0.087  -0.032  3.585
H  1.178  -0.242  5.365
H  -0.141  0.984  5.283
H  -0.568  -0.707  5.401
H  -0.756  -0.424  3.345
C  0.818  3.403  3.053
O  1.831  4.077  3.778
H  1.187  2.661  2.346
H  0.105  2.948  3.741
H  0.339  4.265  2.588
H  1.964  4.984  3.493
C  3.447  0.282  3.603
O  2.638  0.465  2.483
H  3.238  -0.721  3.976
H  4.472  0.401  3.253
H  3.287  1.054  4.355
H  1.753  0.284  2.807
C  -2.593  1.148  -2.996
O  -2.799  1.602  -4.327
H  -1.667  1.585  -2.621
H  -3.446  1.498  -2.415
H  -2.640  0.069  -2.851
H  -1.926  1.552  -4.725
C  -4.954  -0.016  -0.048
O  -4.769  -1.282  -0.628
H  -5.615  -0.169  0.805
H  -3.989  0.409  0.229
H  -5.382  0.772  -0.667
H  -5.546  -1.480  -1.156
C  0.744  1.145  -5.155
O  -0.371  1.747  -5.864
H  1.399  1.929  -4.776
H  0.314  0.550  -4.349
H  1.265  0.435  -5.798
H  -0.035  2.131  -6.677
C  -1.715  -3.063  -1.797
O  -2.188  -3.951  -2.837
H  -2.151  -3.305  -0.827
H  -0.626  -3.070  -1.761
H  -2.013  -2.036  -2.006
H  -1.948  -4.834  -2.546
C  2.757  -2.230  0.335
O  3.927  -1.348  0.489
H  1.843  -1.691  0.086
H  2.944  -3.048  -0.361
H  2.587  -2.707  1.300
H  3.821  -0.704  1.194
C  1.811  2.771  -1.298
O  0.604  2.598  -2.003
H  1.953  1.995  -0.545
H  2.636  2.823  -2.009
H  1.758  3.737  -0.797
H  0.373  3.389  -2.495
C  3.995  0.467  -2.423
O  4.828  -0.620  -1.954
H  2.957  0.214  -2.640
H  3.932  1.168  -1.591
H  4.478  1.026  -3.225
H  4.441  -0.881  -1.115
C  -2.573  2.773  1.527
O  -2.642  4.091  1.996
H  -3.446  2.225  1.881
H  -2.557  2.824  0.438
H  -1.643  2.376  1.934
H  -2.507  4.196  2.941
C  -0.434  -0.047  0.009
O  0.199  -0.172  -1.254
H  -0.533  -1.050  0.423
H  0.078  0.591  0.730
H  -1.465  0.304  -0.046
H  0.495  0.717  -1.464



## two
This record from the OMol25 dataset describes a cluster of 15 separate species, C15H60O15 in total. The level of theory is ωB97M-V/def2-TZVPD.

Properties
Net charge ... 0
Orbital gap ... 10.136 eV
Multiplicity ... 1

CARTESIAN COORDINATES (ANGSTROEM)
C  -11.957  10.025  -9.530
O  -10.963  11.097  -9.507
H  -12.911  10.396  -9.154
H  -12.132  9.737  -10.567
H  -11.648  9.157  -8.948
H  -11.092  11.566  -8.680
C  -6.120  11.803  -16.627
O  -5.943  10.587  -15.967
H  -5.333  12.535  -16.444
H  -6.044  11.614  -17.697
H  -7.089  12.269  -16.448
H  -5.719  10.850  -15.072
C  -4.584  5.978  -17.352
O  -5.805  6.418  -16.924
H  -3.897  5.919  -16.508
H  -4.710  4.924  -17.603
H  -4.059  6.572  -18.099
H  -5.679  7.335  -16.666
C  -8.192  1.987  -17.375
O  -8.705  3.287  -17.507
H  -8.915  1.230  -17.678
H  -7.230  1.827  -17.860
H  -8.005  1.798  -16.318
H  -7.962  3.893  -17.449
C  -16.654  7.723  -11.479
O  -15.706  7.545  -12.499
H  -17.233  8.626  -11.669
H  -17.380  6.937  -11.688
H  -16.303  7.643  -10.450
H  -16.170  7.257  -13.288
C  -10.483  14.441  -13.060
O  -10.920  13.087  -13.206
H  -11.219  15.089  -12.585
H  -9.533  14.536  -12.533
H  -10.250  14.801  -14.062
H  -11.021  12.669  -12.348
C  -5.639  11.122  -11.272
O  -4.564  11.357  -12.221
H  -6.123  12.039  -10.939
H  -6.426  10.566  -11.781
H  -5.326  10.476  -10.452
H  -3.762  11.607  -11.756
C  -11.807  13.104  -20.305
O  -11.216  13.496  -19.074
H  -11.036  12.567  -20.858
H  -12.647  12.416  -20.204
H  -12.159  13.998  -20.820
H  -11.125  12.696  -18.551
C  -14.361  8.244  -19.581
O  -14.434  7.392  -20.739
H  -15.248  8.877  -19.625
H  -14.345  7.757  -18.607
H  -13.452  8.844  -19.622
H  -13.637  6.857  -20.736
C  -10.647  4.587  -21.867
O  -11.215  4.903  -20.582
H  -9.648  5.001  -22.006
H  -10.587  3.506  -21.995
H  -11.233  4.920  -22.724
H  -10.574  4.613  -19.929
C  -10.855  8.859  -15.692
O  -11.219  10.124  -16.181
H  -11.668  8.421  -15.114
H  -10.565  8.139  -16.457
H  -10.013  8.902  -15.001
H  -11.288  10.680  -15.401
C  -8.792  8.860  -21.115
O  -7.959  9.310  -22.181
H  -9.792  8.540  -21.409
H  -8.365  8.005  -20.592
H  -8.912  9.664  -20.388
H  -7.572  8.558  -22.634
C  -13.354  4.000  -10.082
O  -12.794  4.875  -11.062
H  -12.655  3.234  -9.745
H  -13.675  4.642  -9.262
H  -14.242  3.514  -10.485
H  -13.497  5.476  -11.316
C  -7.825  5.402  -12.244
O  -8.576  4.827  -11.204
H  -7.990  4.898  -13.196
H  -8.157  6.436  -12.332
H  -6.780  5.437  -11.937
H  -9.495  4.926  -11.463
C  -16.258  12.453  -15.312
O  -17.522  11.932  -14.871
H  -15.533  12.583  -14.508
H  -15.775  11.849  -16.080
H  -16.340  13.456  -15.730
H  -17.676  12.142  -13.947



Most stable to least stable, the ends of the list are one and two.



## one
This record from the OMol25 dataset describes an isolated molecule of C3H8OS. The level of theory is ωB97M-V/def2-TZVPD.

Properties
Net charge ... 0
Orbital gap ... 9.334 eV
Multiplicity ... 1
Structure (SMILES) ... OCCCS

CARTESIAN COORDINATES (ANGSTROEM)
O  2.307  -0.581  -0.317
C  0.895  -0.387  0.103
C  0.145  0.886  -0.434
C  -1.347  0.772  0.139
S  -1.904  -0.883  -0.346
H  2.494  -1.659  0.014
H  0.299  -1.183  -0.484
H  0.935  -0.590  1.254
H  0.596  1.804  0.058
H  0.375  0.931  -1.646
H  -1.222  0.878  1.239
H  -2.065  1.556  -0.469
H  -1.507  -1.542  0.889



## two
This record from the OMol25 dataset describes a cluster of 2 separate species, C3H8OS in total. The level of theory is ωB97M-V/def2-TZVPD.

Properties
Net charge ... 0
Orbital gap ... 9.727 eV
Multiplicity ... 1
Structure (SMILES) ... CC=O.CS

CARTESIAN COORDINATES (ANGSTROEM)
C  -3.778  2.274  -0.598
C  -2.901  0.973  -0.584
O  -3.261  -0.100  -1.054
H  -4.359  2.268  0.255
H  -3.301  3.214  -0.804
H  -4.595  2.094  -1.378
H  -1.982  0.967  0.022
C  3.623  -1.950  0.516
S  5.411  -2.507  0.773
H  3.219  -0.887  0.772
H  2.994  -2.862  0.994
H  3.448  -2.068  -0.587
H  5.482  -1.416  1.672



Most stable to least stable, the ends of the list are two and one.



## one
This record from the OMol25 dataset describes a cluster of 2 separate species, C3H8OS in total. The level of theory is ωB97M-V/def2-TZVPD.

Properties
Net charge ... 0
Orbital gap ... 9.538 eV
Multiplicity ... 1
Structure (SMILES) ... C=CO.CS

CARTESIAN COORDINATES (ANGSTROEM)
C  -1.717  0.467  0.725
C  -1.313  -0.335  1.727
O  0.009  -0.540  2.016
H  -2.686  0.234  0.308
H  -1.108  1.305  0.408
H  -2.038  -0.906  2.286
H  0.463  -0.039  1.334
C  1.031  -0.028  -1.806
S  2.111  0.648  -0.484
H  0.497  0.824  -2.220
H  1.574  -0.380  -2.686
H  0.374  -0.759  -1.362
H  2.804  -0.489  -0.245



## two
This record from the OMol25 dataset describes a structure of composition C3H8OS. The level of theory is ωB97M-V/def2-TZVPD.

Properties
Net charge ... 0
Orbital gap ... 6.970 eV
Multiplicity ... 1

CARTESIAN COORDINATES (ANGSTROEM)
C  0.877  1.551  1.759
C  -0.499  0.350  0.444
C  0.210  -1.970  -0.621
H  -1.124  1.590  2.232
H  2.070  0.311  2.994
H  1.603  3.050  1.190
H  -1.290  1.146  0.608
H  -0.557  -0.792  1.148
H  -0.021  -2.058  0.538
H  -0.181  -2.541  -1.519
H  1.309  -1.448  -0.621
O  0.807  0.954  0.521
S  -0.737  -0.405  -1.264



## three
This record from the OMol25 dataset describes a cluster of 2 separate species, C3H8OS in total. The level of theory is ωB97M-V/def2-TZVPD.

Properties
Net charge ... 0
Orbital gap ... 9.995 eV
Multiplicity ... 1
Structure (SMILES) ... C=O.CCS

CARTESIAN COORDINATES (ANGSTROEM)
C  -2.141  1.749  1.340
O  -2.316  2.922  1.309
H  -1.540  1.258  2.141
H  -2.458  1.075  0.532
C  1.040  -1.870  -0.802
C  0.607  -0.412  -0.703
S  1.701  0.476  0.485
H  0.189  -2.500  -1.057
H  1.455  -2.228  0.135
H  1.833  -2.011  -1.545
H  0.718  0.134  -1.633
H  -0.404  -0.308  -0.350
H  1.316  1.715  0.148



Most stable to least stable, the ends of the list are three and two.



## one
This record from the OMol25 dataset describes a cluster of 2 separate species, C12H16N2O in total. The level of theory is ωB97M-V/def2-TZVPD.

Properties
Expectation value of S² ... 0.768
Net charge ... +1
Orbital gap (spin up / spin down) ... 6.913 / 3.680 eV
Multiplicity ... 2

CARTESIAN COORDINATES (ANGSTROEM)
C  1.258  2.266  -1.177
C  -1.456  -0.863  -2.034
C  -1.891  0.289  -1.360
C  -0.154  -1.013  -2.452
C  -1.037  1.358  -1.093
C  0.737  0.011  -2.123
C  0.313  1.179  -1.553
O  -2.307  -1.907  -2.275
H  -2.936  0.367  -1.082
H  -3.225  -1.668  -2.109
H  0.128  -2.015  -2.789
H  -1.421  2.236  -0.604
H  1.831  -0.176  -2.133
H  1.673  2.181  -0.213
H  0.764  3.244  -1.100
H  2.162  2.264  -1.819
C  0.079  0.379  2.844
C  -0.906  1.193  2.015
C  0.786  -0.533  1.951
C  0.373  -1.914  1.936
C  2.059  -1.576  0.505
N  1.828  -0.341  1.150
N  1.046  -2.426  0.820
H  0.806  1.058  3.283
H  -0.421  -0.300  3.551
H  -0.353  1.886  1.383
H  -0.014  -2.675  2.601
H  2.349  -1.478  -0.560
H  1.073  -3.366  0.457
H  -1.624  1.737  2.677
H  -1.521  0.603  1.303



## two
This record from the OMol25 dataset describes a cluster of 2 separate species, C12H16N2O in total. The level of theory is ωB97M-V/def2-TZVPD.

Properties
Expectation value of S² ... 0.761
Net charge ... +1
Orbital gap (spin up / spin down) ... 5.600 / 2.146 eV
Multiplicity ... 2

CARTESIAN COORDINATES (ANGSTROEM)
C  -0.032  2.737  0.952
C  0.241  4.210  0.772
C  -1.456  2.421  1.048
C  -2.408  3.030  1.905
C  -3.342  1.474  0.592
N  -2.068  1.511  0.269
N  -3.606  2.401  1.625
H  0.211  2.273  -0.095
H  0.565  2.370  1.826
H  -0.070  4.801  1.625
H  -2.243  3.641  2.767
H  -4.118  0.909  0.042
H  -4.401  2.979  1.352
H  -0.134  4.492  -0.218
H  1.331  4.249  0.578
C  2.689  -0.965  -1.990
C  -0.277  -2.684  -0.424
C  0.286  -3.954  -0.222
C  0.535  -1.850  -1.135
C  1.902  -2.081  -1.413
C  1.530  -4.326  -0.612
C  2.409  -3.353  -1.129
O  -0.524  -4.872  0.465
H  -1.251  -2.318  -0.248
H  0.280  -0.793  -1.242
H  1.939  -5.227  -0.170
H  0.079  -5.461  0.934
H  2.174  -0.700  -2.917
H  3.738  -1.185  -2.226
H  3.436  -3.713  -1.283
H  2.582  -0.017  -1.429



Most stable to least stable, the ends of the list are one and two.



## one
This record from the OMol25 dataset describes a structure of composition CH3N3O3. The level of theory is ωB97M-V/def2-TZVPD.

Properties
Net charge ... 0
Orbital gap ... 9.368 eV
Multiplicity ... 1

CARTESIAN COORDINATES (ANGSTROEM)
C  2.049  -0.208  -1.267
N  -0.164  0.196  -0.413
N  -2.106  0.328  0.800
N  -0.828  -0.183  0.588
O  -0.506  -0.913  1.496
O  3.216  -0.480  -1.454
O  1.301  -0.763  -0.413
H  1.513  0.666  -1.617
H  -2.253  1.293  0.502
H  -2.222  0.063  1.778



## two
This record from the OMol25 dataset describes an isolated molecule of CH3N3O3. The level of theory is ωB97M-V/def2-TZVPD.

Properties
Net charge ... 0
Orbital gap ... 10.366 eV
Multiplicity ... 1
Structure (SMILES) ... NO/C=N/[N+](=O)[O-]

CARTESIAN COORDINATES (ANGSTROEM)
N  -0.031  -1.386  1.783
O  -0.949  -0.636  0.960
C  -0.496  0.148  -0.001
N  0.664  0.361  -0.591
N  0.863  1.291  -1.633
O  -0.135  1.678  -2.249
O  1.990  1.610  -1.800
H  0.398  -2.118  1.215
H  -0.788  -1.672  2.492
H  -1.515  0.725  -0.175



Most stable to least stable, the ends of the list are one and two.